The following is a DFT calculation (ωB97M-V/def2-TZVPD) of a structure of composition C12H25BLuNO6PS at a distorted geometry.

The geometry in XYZ format:
```
48
Properties=species:S:1:pos:R:3
C 0.8388 -3.1747 2.2882
C 1.6709 -3.3513 1.0138
C 0.8896 -2.8371 -0.1717
O 0.3068 -1.5648 0.1353
C -0.0815 -0.7774 -0.9898
C 1.1337 0.0132 -1.3421
C 0.8559 1.5067 -1.4388
C 2.1472 2.2335 -1.5704
C 2.8596 2.1988 -0.1983
C 1.9274 2.2769 1.0235
N 1.5955 1.0318 1.6622
O -0.7189 -1.5814 -1.9172
C -1.9621 -1.8907 -1.4230
O -2.7578 -2.6568 -1.8689
O -2.1427 -1.1026 -0.2752
C -1.2358 -0.0177 -0.4024
C -2.0486 0.9606 -1.2580
B -3.5287 1.0662 -0.7589
O -4.5473 0.4122 -1.4452
O -3.9062 1.7951 0.4099
P -0.7559 0.6903 1.2360
S -0.8774 2.6697 1.3351
H 1.0118 -3.9455 3.0179
H -0.2088 -3.2124 2.0354
H 1.0637 -2.2176 2.7301
H 1.8600 -4.3981 0.8625
H 2.6051 -2.8088 1.0414
H 1.4917 -2.8141 -1.0682
H 0.1052 -3.5580 -0.3681
H 1.8030 -0.1584 -0.5198
H 1.6597 -0.2891 -2.2314
H 0.2969 1.8984 -0.6056
H 0.2662 1.6865 -2.3245
H 1.9789 3.2383 -1.9178
H 2.7525 1.7520 -2.3218
H 3.5388 1.3635 -0.1338
H 3.4935 3.0730 -0.1325
H 2.4467 2.8731 1.7899
H 1.0103 2.8613 0.7975
H 2.3544 0.3531 1.6161
H 1.4025 1.1571 2.6528
H -2.1146 0.5649 -2.2612
H -1.5679 1.9241 -1.3489
H -4.9459 -0.1847 -0.7987
H -4.5955 1.2233 0.8227
H 0.6769 0.3947 1.4738
H -1.5735 0.1533 2.2406
Lu -6.4737 1.1698 0.9077
```

Summary:
Highest occupied orbital energy (eV): -17.04
Lowest unoccupied orbital energy (eV): -13.9
Charge: +3
Max |F| (eV/Å): 7.084
Calculated total energy (Ha): -2977.0641
Frontier orbital gap (eV): 3.16